Entry 1:
A structure of composition C50H44N4O5P2S2Se2Zr in a non-equilibrium geometry. Source: OMol25; level of theory: wB97M-V/def2-TZVPD.

The geometry in XYZ format:
```
110
Properties=species:S:1:pos:R:3:forces:R:3:lowdin_charge:R:1
Zr 12.4830 14.4938 12.1094 0.02 1.37 0.19 1.4019
C 7.1242 17.4625 13.1163 2.51 -0.51 -1.52 -0.0368
O 8.2826 16.5689 13.2306 0.40 0.69 0.15 -0.0824
C 9.2808 16.9010 14.1065 0.70 -0.35 -0.05 -0.1914
C 9.1188 17.8500 15.1177 -1.13 -0.42 -1.48 -0.0305
C 10.0291 17.9974 16.1344 0.69 0.57 1.56 -0.1169
C 11.2207 17.3015 16.2024 -0.47 -0.53 -1.80 -0.0347
C 11.4920 16.3847 15.1179 -1.55 1.03 -0.25 -0.1240
C 12.6276 15.5219 15.2316 -0.43 0.00 0.52 -0.1274
N 13.0217 14.6884 14.3482 1.78 -0.49 -0.45 -0.1238
N 14.1606 13.8988 14.7254 -0.71 -0.49 -1.87 0.0911
C 14.6689 13.3225 13.6387 -1.02 0.23 1.37 -0.4394
O 14.4040 13.6503 12.3666 -0.51 -0.18 1.76 -0.3008
C 15.6515 12.2510 13.9337 1.23 0.27 1.31 -0.1679
C 16.4102 11.8214 12.8607 0.32 -0.10 -1.32 -0.0570
C 17.7483 11.4451 12.9136 -0.43 0.39 1.90 -0.0451
C 18.2811 11.3386 14.2535 1.04 -0.50 -2.92 -0.1012
C 17.4470 11.3789 15.3368 -1.11 0.78 1.13 -0.1085
C 16.1266 11.9116 15.2261 -0.31 -0.39 0.84 -0.0120
C 10.5602 16.2250 14.0099 0.68 -0.19 1.01 -0.1813
O 10.9247 15.4210 13.0030 -0.92 0.84 0.64 -0.2953
H 6.7860 17.1684 12.1279 -0.71 0.00 0.16 0.0904
H 7.4826 18.4999 12.9971 -0.39 -0.28 0.52 0.1010
H 6.4423 17.2604 13.9046 -0.70 0.17 0.63 0.0819
H 8.2283 18.4974 15.0212 0.54 -0.53 0.59 0.1123
H 9.7580 18.6336 16.9797 0.21 0.18 -0.41 0.1059
H 11.9519 17.5699 16.9661 -0.17 -0.59 -0.11 0.1111
H 13.0632 15.5417 16.2303 0.54 -0.21 -0.26 0.1310
H 15.8442 11.8654 11.9447 0.48 0.35 -0.65 0.1099
H 18.3327 11.3913 11.9809 -0.23 -0.31 0.79 0.1070
H 19.3756 11.1687 14.3187 -0.89 -0.06 0.36 0.1061
H 17.8530 11.1380 16.3351 -0.36 0.20 -0.61 0.1056
H 15.4856 12.0021 16.1806 1.14 0.21 -1.84 0.1344
O 12.6357 19.8354 11.2005 0.21 0.72 -1.17 -0.0423
C 12.0529 19.5353 10.0406 0.13 -0.55 2.53 -0.2846
C 11.7238 20.5127 9.0925 0.48 -1.10 -0.99 -0.0125
C 11.0157 20.0783 7.9860 -0.87 0.08 -0.27 -0.0919
C 10.3351 18.8453 7.9441 1.33 -0.73 1.15 -0.0907
C 10.7087 17.8693 8.8854 -1.04 0.79 -0.31 -0.0089
C 11.6549 18.1647 9.8786 -1.02 1.52 -1.65 -0.0887
C 12.2285 17.1694 10.6966 0.21 -0.99 0.79 -0.3926
O 11.9624 15.9175 10.5888 0.32 -0.14 -0.12 -0.2443
N 13.1097 17.5933 11.5808 0.27 -1.05 -0.83 0.0213
N 13.7014 16.6468 12.3539 1.93 -0.06 1.42 -0.0950
C 14.9451 16.9886 12.7192 -1.30 0.67 -0.23 -0.7851
S 16.0986 17.8479 11.6526 -1.11 -0.27 0.24 0.9230
C 16.4452 19.1577 12.8162 0.35 0.43 0.67 -0.5156
C 16.2230 18.7168 14.3067 0.38 0.03 -0.02 -0.4758
S 15.5165 17.0365 14.4161 -0.17 -0.86 -0.36 0.8806
H 13.0197 18.7835 11.6548 0.00 1.06 -0.40 0.0482
H 12.2301 21.4603 9.1370 -0.15 0.28 0.09 0.1086
H 10.8705 20.6808 7.0961 0.05 0.52 0.30 0.0990
H 9.6216 18.6475 7.1627 -0.04 -0.14 -0.09 0.0878
H 10.1301 16.9522 8.9723 0.51 -0.20 -0.34 0.1152
H 15.8147 20.0156 12.6050 -0.30 -0.08 -0.07 0.0696
H 17.4618 19.5020 12.6134 0.05 -0.21 0.28 0.0689
H 15.4923 19.3920 14.8019 0.69 -0.34 -0.34 0.0787
H 17.1776 18.6662 14.8866 -0.83 0.23 -0.52 0.0787
Se 12.5889 13.1364 9.5327 -0.08 0.83 -0.02 0.4268
P 11.5419 11.6587 10.6243 -0.24 0.04 0.98 0.2403
Se 11.3220 12.2144 12.8200 0.09 -0.79 -0.97 0.4038
C 12.5275 10.1730 10.3570 -0.25 -1.21 1.40 -0.4226
C 13.1494 9.8531 9.1382 -0.51 -0.37 0.23 -0.1027
C 13.9557 8.7151 9.0579 -0.86 0.99 1.19 -0.0759
C 14.2393 7.9583 10.2010 0.16 0.00 0.62 -0.0837
C 13.5432 8.1814 11.3962 -0.74 1.66 -0.05 -0.0577
C 12.6763 9.3318 11.4789 1.33 -1.22 -0.66 -0.1020
C 9.7754 11.4586 10.2115 0.20 -1.46 0.64 -0.4127
C 9.0549 10.3349 10.7104 -1.44 0.79 -0.74 -0.0667
C 7.6502 10.3784 10.6050 1.59 3.41 -1.64 -0.0541
C 7.0258 11.4767 9.9425 0.24 -0.42 0.26 -0.0682
C 7.7774 12.4918 9.3603 -1.08 -0.34 0.22 -0.0829
C 9.1311 12.5078 9.5985 0.93 0.92 -1.02 -0.1305
H 12.9557 10.4944 8.2748 0.22 -0.30 0.19 0.0864
H 14.3377 8.4350 8.1186 0.78 -0.18 -0.92 0.0877
H 15.1161 7.2955 10.1762 -0.83 -0.21 -0.06 0.1094
H 13.6492 7.5917 12.3185 0.32 0.19 -0.68 0.1061
H 12.2676 9.5948 12.4607 -0.08 -0.10 -0.54 0.0558
H 9.4704 9.4376 11.1457 0.55 0.24 0.14 0.1039
H 6.9901 9.7298 11.0318 -1.18 -2.22 1.14 0.0662
H 5.9322 11.5674 9.9106 0.48 -0.37 -0.07 0.1063
H 7.2705 13.2473 8.7467 0.39 -0.13 0.49 0.1137
H 9.7321 13.3561 9.2299 -0.26 -0.50 0.22 0.0814
C 18.1072 17.6503 4.3791 -1.31 0.69 -1.68 -0.3127
P 17.8054 16.9727 6.0636 -1.17 0.70 -0.51 0.9779
C 17.6652 15.1855 5.6958 -1.00 1.11 -1.74 -0.4180
C 16.9058 14.8416 4.5256 1.02 -1.04 1.21 -0.0822
C 16.7075 13.4630 4.3064 0.38 0.67 0.56 -0.0802
C 17.1717 12.4536 5.1998 -0.23 3.30 0.56 -0.0747
C 17.7182 12.8753 6.4266 -0.73 -0.06 -0.71 -0.0681
C 18.0001 14.2474 6.6199 0.39 -1.81 0.33 -0.1232
C 19.4401 17.2556 6.6826 1.26 -0.85 1.16 -0.4413
C 20.5075 16.5238 6.1191 1.36 1.02 1.72 -0.0922
C 21.8429 16.7148 6.5497 -1.27 1.02 0.29 -0.0616
C 22.0738 17.5370 7.6753 -0.05 -0.54 -1.09 -0.0890
C 20.9995 18.2015 8.2242 -1.13 0.94 0.37 -0.1110
C 19.6663 18.1382 7.7690 1.80 -0.78 -1.76 -0.0789
H 18.4524 16.9364 3.6154 0.17 -0.02 0.48 0.0406
H 18.7668 18.5269 4.3196 -0.03 -0.32 0.53 0.0435
H 17.1364 18.0341 3.9594 0.68 -0.34 0.40 0.0391
H 16.5793 15.6580 3.8583 -0.04 -0.91 0.29 0.0947
H 16.1007 13.1590 3.4791 -0.02 -0.19 -0.59 0.0865
H 16.9900 11.4633 4.9216 -0.27 -1.46 0.05 0.0738
H 17.7389 12.1703 7.2643 0.73 0.20 -0.38 0.1034
H 18.5879 14.5355 7.4746 -0.18 0.11 0.47 0.1012
H 20.3650 15.7657 5.3913 -0.48 -0.28 -0.87 0.0936
H 22.6243 16.4004 5.8793 0.39 -0.58 0.37 0.0951
H 23.0696 17.7468 8.0719 -0.26 -0.21 -0.27 0.1039
H 21.1903 18.9392 8.9803 0.22 0.11 0.48 0.0910
H 18.9559 18.9084 8.0447 -0.24 -0.48 0.38 0.0965
```
Positions in Å, forces in eV/Å.

Spin multiplicity: 1
Energy relative to the best compared isomer or geometry (same formula, charge and spin) in kcal/mol: 22.6
Total charge: 0
Electronic energy in eV: -240983.2701
Gap between HOMO and LUMO in hartree: 0.241



Entry 2:
A structure of composition C50H44N8O6PSSeW in a non-equilibrium geometry. Source: OMol25; level of theory: wB97M-V/def2-TZVPD.

The geometry in XYZ format:
```
112
Properties=species:S:1:pos:R:3:forces:R:3:lowdin_charge:R:1
W -0.1922 -0.7171 -0.6211 0.11 0.41 -2.01 1.8557
O 1.6709 -0.8255 -0.5677 1.24 0.28 0.57 -0.3863
C 2.7583 -0.8892 0.3212 -0.67 1.69 -0.47 -0.6415
C 3.3269 -2.2135 0.5083 -0.08 0.21 0.00 -0.0551
C 4.6487 -2.3579 0.6109 -0.07 -0.25 -0.01 -0.0494
C 5.5387 -1.2059 0.4923 -0.44 0.10 0.29 -0.0477
C 5.0800 0.0590 0.3667 0.18 -0.04 -0.22 -0.0591
C 3.6272 0.3475 0.2393 -0.50 -1.48 0.68 -0.4611
C 1.7572 1.9505 -0.8461 -0.33 -0.02 -0.48 0.0262
N 0.6160 1.3770 -1.0251 0.72 0.40 0.18 -0.0726
N -0.3260 2.3183 -1.4567 -1.45 -0.64 -0.27 0.1019
C -1.3866 1.6850 -1.8498 0.05 0.61 0.01 -0.3760
O -1.4321 0.3409 -1.8231 0.19 0.89 0.17 -0.3391
C -2.6312 2.4241 -2.2937 0.05 -1.32 -0.25 -0.1387
C -2.8013 3.7887 -2.1107 -0.02 -0.20 0.17 -0.0493
C -4.0035 4.3885 -2.4677 0.83 0.58 -0.14 -0.0670
C -5.0023 3.6737 -3.1098 -0.49 0.64 0.43 -0.0640
C -4.8543 2.3147 -3.2826 0.11 -0.51 0.05 -0.0616
C -3.6896 1.6906 -2.8697 0.66 -0.20 0.17 -0.0248
H 2.6250 -3.0290 0.5561 -0.05 -0.19 -0.02 0.1197
H 4.9927 -3.3802 0.7918 0.40 0.53 -0.15 0.1208
H 6.5965 -1.3997 0.5286 0.24 0.12 0.05 0.1077
H 5.7627 0.9107 0.2741 -0.27 -0.44 0.06 0.1217
H 1.7039 3.0309 -1.0625 0.10 -0.65 0.20 0.1238
H -2.0034 4.3599 -1.6627 0.07 0.15 0.04 0.1116
H -4.0628 5.4605 -2.2818 -0.36 -0.25 -0.16 0.1141
H -5.9231 4.1861 -3.3941 0.27 -0.23 -0.01 0.1184
H -5.6464 1.7044 -3.6946 -0.03 0.12 -0.14 0.1146
H -3.5857 0.6130 -2.9992 -0.01 0.28 0.03 0.0994
O -6.3805 -3.0938 0.9410 -1.44 0.49 0.70 0.0098
C -5.5508 -3.9078 0.5806 1.69 0.68 -1.46 -0.7219
O -5.2994 -5.0837 0.7674 -0.38 -1.56 0.68 0.0186
C -4.3790 -3.2109 -0.2275 -0.20 0.72 -0.02 -0.0377
C -4.4387 -1.8259 -0.4149 0.56 -0.80 -0.17 0.0433
C -3.2729 -1.1612 -0.7240 -0.48 0.88 0.46 -0.1110
N -2.0887 -1.7703 -0.7915 0.21 -1.06 0.08 -0.0716
C -2.0439 -3.1170 -0.6898 -0.62 -0.17 0.28 -0.1922
C -3.1751 -3.8739 -0.4689 -0.20 0.39 0.23 0.0885
C -0.6788 -3.6692 -0.5211 0.44 0.68 0.06 -0.4776
O -0.3834 -4.8246 -0.4594 0.13 0.51 -0.03 0.1696
O 0.2151 -2.6287 -0.3652 -0.93 -1.23 0.03 -0.2338
H -5.3643 -1.3143 -0.2022 -0.06 0.10 -0.04 0.1285
H -3.2447 -0.0749 -0.7716 -0.14 -0.35 -0.10 0.1025
H -3.1660 -4.9347 -0.2700 0.28 -0.16 -0.13 0.1409
N -0.6711 -0.1749 0.9583 -0.34 -0.12 1.43 -0.2749
P -1.3632 -0.0987 2.4908 -0.30 0.13 0.23 1.0152
C -0.1250 0.0666 3.7916 0.45 0.07 -0.09 -0.3257
C 0.4043 1.3464 4.0001 0.17 -0.09 0.17 -0.1272
C 1.3679 1.5434 4.9806 0.08 0.32 0.04 -0.0714
C 1.7861 0.4983 5.7941 0.07 -0.10 0.28 -0.0560
C 1.2846 -0.7763 5.5855 -0.01 -0.22 0.00 -0.0554
C 0.3596 -0.9837 4.5700 -0.29 -0.71 -0.18 -0.0655
C -2.2979 1.4386 2.6165 0.17 -0.19 -0.76 -0.3226
C -2.4784 2.2090 1.4664 0.65 -0.40 0.36 -0.0612
C -3.0147 3.4711 1.5653 -0.03 0.51 -0.96 -0.0567
C -3.4220 3.9465 2.7843 -0.41 0.05 0.92 -0.0535
C -3.3573 3.1444 3.9278 -0.05 0.09 0.06 -0.0413
C -2.7560 1.8930 3.8485 -0.30 0.21 0.50 -0.0822
C -2.4672 -1.4893 2.7249 0.31 -0.48 -0.14 -0.2934
C -2.0079 -2.8236 2.7235 0.13 0.21 -0.26 -0.0806
C -2.8961 -3.8710 2.9464 0.26 0.69 0.19 -0.0429
C -4.2311 -3.6128 3.2228 0.04 0.60 -0.34 -0.0285
C -4.6970 -2.2944 3.2129 0.77 -0.37 -0.11 -0.0328
C -3.8247 -1.2484 2.9337 -0.40 0.08 0.37 -0.0675
H 0.0595 2.1766 3.4023 0.05 0.13 -0.03 0.1116
H 1.8108 2.5239 5.1424 -0.25 -0.09 -0.13 0.1168
H 2.4877 0.6815 6.6117 -0.16 -0.04 -0.37 0.1213
H 1.6042 -1.6216 6.2037 -0.11 0.38 -0.27 0.1225
H 0.0122 -1.9990 4.3906 -0.08 0.18 0.08 0.1038
H -2.0618 1.8768 0.5306 -0.12 -0.11 -0.16 0.0668
H -3.0839 4.0918 0.6640 -0.02 -0.25 0.44 0.1085
H -3.8058 4.9493 2.8801 -0.14 0.12 -0.06 0.1137
H -3.7774 3.5132 4.8755 0.40 -0.24 -0.49 0.1242
H -2.6436 1.3039 4.7581 0.01 0.01 -0.25 0.1289
H -0.9667 -3.0315 2.4768 -0.13 -0.05 0.14 0.1095
H -2.5574 -4.8867 2.9231 0.21 -0.34 -0.11 0.1199
H -4.8973 -4.4516 3.3151 -0.29 -0.03 0.21 0.1223
H -5.7266 -2.0734 3.3795 -0.52 -0.02 0.00 0.1134
H -4.2387 -0.2471 2.9015 0.16 -0.01 -0.01 0.1084
Se -1.3720 -1.8037 -4.0377 -0.31 0.48 0.51 1.2051
N 0.0977 -1.5701 -3.0006 -0.20 -0.19 -0.04 -0.2812
C 0.9969 -2.4248 -3.4651 0.43 -0.64 -0.47 -0.3522
C 2.3640 -2.5225 -3.0675 0.00 0.26 0.10 -0.0193
C 3.1791 -3.4121 -3.6878 -0.13 -0.16 0.20 -0.0378
C 2.7006 -4.3735 -4.6504 -0.30 -0.17 0.15 -0.0512
C 1.4110 -4.3412 -5.0639 0.18 0.19 -0.08 -0.0049
C 0.5560 -3.3095 -4.5427 -0.15 0.15 0.22 -0.3580
N -0.6779 -3.1052 -4.9588 0.16 -0.16 -0.12 -0.2172
H 2.7092 -1.8486 -2.2939 0.16 -0.18 -0.12 0.0871
H 4.2181 -3.4203 -3.3961 0.14 -0.14 -0.03 0.1102
H 3.3347 -5.1880 -4.9983 0.08 0.42 0.06 0.1159
H 1.0209 -5.0574 -5.7855 0.00 0.26 0.20 0.1263
C 5.1065 1.4467 -3.9775 0.03 0.62 0.51 -0.0746
C 5.0248 1.3214 -2.4696 -0.69 0.66 0.37 -0.2378
N 3.5957 1.2949 -2.0515 0.63 0.31 -0.67 0.0498
C 3.2160 1.5023 -0.6883 0.58 0.33 0.85 -0.4703
S 2.5986 0.2159 1.8219 0.27 -0.14 -0.67 1.0002
N 3.9763 2.6372 -0.1533 -0.35 -0.14 -0.08 -0.0078
C 3.8500 3.9523 -0.7724 -0.30 0.60 0.76 -0.2834
C 4.8700 4.8614 -0.1110 -0.14 0.58 0.18 -0.0852
H 6.1472 1.5581 -4.2644 0.11 -0.12 -0.19 0.0783
H 4.5679 2.3457 -4.2895 0.03 -0.15 -0.08 0.0795
H 4.6768 0.5871 -4.4609 -0.14 -0.38 -0.34 0.0646
H 5.4889 2.1909 -1.9868 -0.12 -0.22 -0.14 0.1104
H 5.5529 0.4521 -2.1072 0.23 -0.41 0.02 0.0963
H 3.1129 0.5052 -2.4358 -0.25 -0.37 -0.23 0.1089
H 3.7951 2.7161 0.8484 0.10 -0.07 -0.28 0.1241
H 2.8567 4.4185 -0.5891 0.34 -0.16 -0.13 0.1082
H 3.9739 3.9404 -1.8477 0.16 -0.41 -0.22 0.1140
H 4.6629 4.9142 0.9678 0.10 0.02 -0.20 0.0777
H 4.7663 5.8815 -0.5068 0.14 -0.25 0.11 0.0826
H 5.9014 4.5292 -0.2305 -0.09 -0.08 -0.15 0.0759
```
Positions in Å, forces in eV/Å.

Spin multiplicity: 1
Energy relative to the best compared isomer or geometry (same formula, charge and spin) in kcal/mol: 36.7
Total charge: +1
Electronic energy in eV: -164060.6410
Gap between HOMO and LUMO in hartree: 0.224